i | Below is a cluster of 8 separate species, C48H40N8O16 in total, with properties calculated with the ωB97M-V functional and the def2-TZVPD basis.

SMILES string: O=[N+]([O-])c1ccccc1.O=[N+]([O-])c1ccccc1.O=[N+]([O-])c1ccccc1.O=[N+]([O-])c1ccccc1.O=[N+]([O-])c1ccccc1.O=[N+]([O-])c1ccccc1.O=[N+]([O-])c1ccccc1.O=[N+]([O-])c1ccccc1
Total charge: 0
HOMO level (Ha): -0.3548

Atoms and positions in Å:
O (-2.39784, -8.56165, 0.98091)
N (-2.11427, -7.39925, 1.14496)
O (-1.46460, -6.72441, 0.36070)
C (-2.51759, -6.69714, 2.37765)
C (-3.15634, -7.41793, 3.37720)
C (-3.54138, -6.73097, 4.51880)
C (-3.27312, -5.38571, 4.68568)
C (-2.52300, -4.69887, 3.72802)
C (-2.23663, -5.36262, 2.53537)
H (-3.43812, -8.45606, 3.27587)
H (-4.05383, -7.22277, 5.33642)
H (-3.63533, -4.86579, 5.56302)
H (-2.33375, -3.64081, 3.82931)
H (-1.87189, -4.78483, 1.69547)
O (4.59936, -3.33011, -6.57046)
N (4.46092, -3.84193, -5.48614)
O (4.55903, -5.02015, -5.25679)
C (4.16833, -2.95573, -4.35856)
C (3.97122, -3.48791, -3.08835)
C (3.64714, -2.64972, -2.03692)
C (3.41481, -1.30005, -2.27283)
C (3.68164, -0.75806, -3.51347)
C (4.14491, -1.57130, -4.53857)
H (4.02424, -4.53719, -2.83415)
H (3.40833, -3.01429, -1.04697)
H (3.29354, -0.66598, -1.40136)
H (3.61047, 0.29804, -3.74504)
H (4.33760, -1.19556, -5.53512)
O (5.49526, -5.85267, -1.47034)
N (5.63005, -6.17429, -0.31368)
O (6.68203, -6.41906, 0.21850)
C (4.40672, -6.34369, 0.46687)
C (4.44058, -6.72559, 1.78868)
C (3.24638, -6.90658, 2.49989)
C (2.02738, -6.67569, 1.88002)
C (1.98726, -6.32354, 0.54057)
C (3.16639, -6.09198, -0.12991)
H (5.38216, -7.04777, 2.21648)
H (3.31789, -7.14879, 3.55033)
H (1.12350, -6.81860, 2.45937)
H (1.06841, -6.23349, -0.02119)
H (3.15077, -5.90415, -1.19629)
O (0.91847, 3.92068, -0.38491)
N (1.46159, 4.41748, -1.35212)
O (1.98176, 3.75705, -2.22157)
C (1.45970, 5.87900, -1.45195)
C (0.59819, 6.59459, -0.62112)
C (0.68590, 7.97190, -0.64951)
C (1.58683, 8.61597, -1.49813)
C (2.43174, 7.86061, -2.29543)
C (2.42169, 6.47164, -2.23777)
H (-0.15537, 6.10565, -0.02172)
H (0.06614, 8.57187, 0.00395)
H (1.65808, 9.69181, -1.57615)
H (3.03680, 8.37926, -3.02780)
H (3.11931, 5.93108, -2.86033)
O (2.29503, -0.01344, -6.77372)
N (2.03744, 0.90503, -6.02318)
O (2.69463, 1.91574, -5.91550)
C (0.83202, 0.75757, -5.19169)
C (0.16206, 1.87784, -4.72569)
C (-1.06009, 1.66733, -4.08529)
C (-1.50630, 0.39486, -3.80633)
C (-0.76807, -0.70615, -4.18218)
C (0.43051, -0.52950, -4.86019)
H (0.50183, 2.88290, -4.93013)
H (-1.61674, 2.54567, -3.78532)
H (-2.47908, 0.34997, -3.33045)
H (-1.05215, -1.72466, -3.95179)
H (1.06975, -1.33268, -5.20083)
O (-2.85223, 6.32434, 1.40341)
N (-2.93112, 6.12171, 2.60866)
O (-3.77143, 6.62916, 3.32041)
C (-1.83213, 5.37120, 3.21311)
C (-1.14572, 4.44798, 2.43742)
C (-0.15835, 3.68014, 3.02116)
C (0.07857, 3.72052, 4.39222)
C (-0.64299, 4.62657, 5.14682)
C (-1.57380, 5.48936, 4.56632)
H (-1.32452, 4.30904, 1.37999)
H (0.32812, 2.93357, 2.40556)
H (0.73580, 2.98619, 4.83521)
H (-0.47432, 4.68656, 6.21434)
H (-2.05063, 6.25379, 5.16237)
O (-3.92863, 2.51001, 4.92474)
N (-3.87361, 2.26803, 3.74310)
O (-3.15786, 1.43553, 3.21783)
C (-4.64421, 3.10956, 2.82219)
C (-5.56469, 4.03172, 3.31766)
C (-6.18496, 4.94067, 2.46984)
C (-5.89099, 4.88939, 1.12633)
C (-5.03567, 3.92759, 0.57592)
C (-4.40803, 3.06551, 1.45439)
H (-5.83193, 4.00123, 4.36625)
H (-6.70166, 5.78676, 2.89877)
H (-6.30868, 5.62721, 0.45065)
H (-4.78560, 3.92695, -0.47300)
H (-3.71754, 2.28487, 1.15191)
O (0.65515, -3.39486, -1.19912)
N (0.10025, -2.99868, -0.19422)
O (-0.21112, -3.73570, 0.72425)
C (-0.16930, -1.56195, -0.05897)
C (0.31596, -0.72453, -1.05213)
C (0.17322, 0.65196, -0.89818)
C (-0.49852, 1.16444, 0.20136)
C (-0.88590, 0.33829, 1.24712)
C (-0.77702, -1.04806, 1.06341)
H (0.74796, -1.14630, -1.94599)
H (0.52645, 1.31627, -1.67478)
H (-0.60866, 2.22876, 0.35972)
H (-1.27841, 0.72012, 2.17747)
H (-1.14157, -1.70938, 1.83939)



ii | Below is a structure of composition C48H40N8O16, with properties calculated with the ωB97M-V functional and the def2-TZVPD basis.

Total charge: 0
HOMO level (Ha): -0.3204

Atoms and positions in Å:
C (-20.84621, -26.35661, -34.79594)
C (-21.59423, -26.77775, -35.91262)
C (-22.98740, -26.67445, -36.00692)
C (-23.64172, -26.01330, -34.96887)
C (-22.88676, -25.55655, -33.85583)
C (-21.48277, -25.62778, -33.80992)
N (-25.05884, -25.86816, -35.11410)
O (-25.56494, -25.99032, -36.23646)
O (-25.78644, -25.68742, -34.15073)
H (-19.77092, -26.45659, -34.78290)
H (-21.23120, -27.21616, -36.83045)
H (-23.60666, -27.04377, -36.81098)
H (-23.33179, -25.00586, -33.04031)
H (-20.99162, -25.12310, -32.99109)
C (-29.33195, -27.01951, -27.99123)
C (-29.52699, -28.00267, -27.00761)
C (-29.79822, -27.71000, -25.71092)
C (-29.91043, -26.32941, -25.38092)
C (-29.84407, -25.30751, -26.33929)
C (-29.51827, -25.69561, -27.68967)
N (-30.31029, -25.96412, -23.96815)
O (-30.24581, -26.78843, -23.05382)
O (-30.69113, -24.84576, -23.67387)
H (-29.07923, -27.23636, -29.01861)
H (-29.55639, -29.03070, -27.33731)
H (-30.04741, -28.53334, -25.05789)
H (-29.92540, -24.24909, -26.14052)
H (-29.26362, -24.98716, -28.46403)
C (-24.59285, -28.56968, -32.33504)
C (-25.56504, -28.27940, -31.37077)
C (-25.43831, -27.16659, -30.57824)
C (-24.40015, -26.25774, -30.82049)
C (-23.45056, -26.49676, -31.82696)
C (-23.57025, -27.61915, -32.65978)
N (-24.27230, -25.08665, -29.96489)
O (-24.59884, -25.16586, -28.78824)
O (-23.84903, -24.06871, -30.49207)
H (-24.74189, -29.42306, -32.97998)
H (-26.29783, -28.98813, -31.01427)
H (-26.19185, -27.12890, -29.80549)
H (-22.63926, -25.78796, -31.90306)
H (-22.90107, -27.82906, -33.48108)
C (-23.45211, -29.49169, -35.85516)
C (-23.45345, -29.05486, -37.18039)
C (-24.56111, -28.39878, -37.72563)
C (-25.63106, -28.04905, -36.87395)
C (-25.59672, -28.45786, -35.48412)
C (-24.49992, -29.17949, -34.95734)
N (-26.85106, -27.40687, -37.44035)
O (-27.62694, -26.82120, -36.72924)
O (-26.99083, -27.43646, -38.68397)
H (-22.64163, -30.07201, -35.43953)
H (-22.74177, -29.39966, -37.91593)
H (-24.56702, -28.15399, -38.77751)
H (-26.50672, -28.24904, -34.94127)
H (-24.55897, -29.42035, -33.90620)
C (-32.40874, -30.28347, -30.24982)
C (-31.65319, -31.45296, -30.07997)
C (-30.30593, -31.43120, -29.78804)
C (-29.64925, -30.19073, -29.59118)
C (-30.35976, -28.98345, -29.76555)
C (-31.72416, -29.06066, -30.07804)
N (-28.21462, -30.13686, -29.35904)
O (-27.68732, -29.27815, -28.68798)
O (-27.62908, -31.10030, -29.84152)
H (-33.43148, -30.33049, -30.59363)
H (-32.09775, -32.43691, -30.05538)
H (-29.83830, -32.39449, -29.64736)
H (-29.77719, -28.07426, -29.74554)
H (-32.15663, -28.09996, -30.31560)
C (-32.00825, -27.06696, -32.64435)
C (-32.08056, -28.36291, -33.10137)
C (-33.01766, -29.19057, -32.62048)
C (-34.05290, -28.77870, -31.83032)
C (-34.07141, -27.39765, -31.44872)
C (-33.02967, -26.52086, -31.87674)
N (-35.00730, -29.86943, -31.25168)
O (-35.08059, -30.86121, -31.93253)
O (-35.69755, -29.58936, -30.25311)
H (-31.22294, -26.43259, -33.02812)
H (-31.34076, -28.72371, -33.80061)
H (-32.97391, -30.19074, -33.02563)
H (-35.01438, -27.11156, -31.00673)
H (-32.99893, -25.46491, -31.65219)
C (-30.04028, -29.89802, -38.03460)
C (-31.06856, -30.05565, -37.09133)
C (-31.44417, -28.91386, -36.33577)
C (-30.77454, -27.70327, -36.53200)
C (-29.67468, -27.66620, -37.42216)
C (-29.29279, -28.72410, -38.12889)
N (-31.05817, -26.47705, -35.82420)
O (-31.64454, -26.64173, -34.75792)
O (-30.62017, -25.39598, -36.24350)
H (-29.82107, -30.70341, -38.71995)
H (-31.62082, -30.98306, -37.12758)
H (-32.21917, -29.07856, -35.60184)
H (-29.12223, -26.74049, -37.48754)
H (-28.40162, -28.71631, -38.73894)
C (-28.24101, -27.50572, -34.62738)
C (-29.44372, -27.84542, -33.93565)
C (-29.51138, -27.61819, -32.57997)
C (-28.50060, -26.94630, -31.84221)
C (-27.22406, -26.69483, -32.49303)
C (-27.14286, -27.01192, -33.85484)
N (-28.61566, -26.70553, -30.38901)
O (-29.71977, -26.60297, -29.79860)
O (-27.60955, -26.63342, -29.69330)
H (-28.26516, -27.75519, -35.67789)
H (-30.35572, -28.12172, -34.44389)
H (-30.39448, -27.99985, -32.08920)
H (-26.42743, -26.17900, -31.97758)
H (-26.24195, -26.79201, -34.40837)



Least stable: ii



i | Below is a cluster of 5 separate species, CH12NO4 in total, with properties calculated with the ωB97M-V functional and the def2-TZVPD basis.

Total charge: +1
HOMO level (Ha): -0.5467

Atoms and positions in Å:
C (-0.13236, 1.36474, 1.11399)
N (0.00996, 0.49858, 0.18501)
H (-0.05629, 1.05020, 2.16514)
H (-0.37312, 2.38257, 0.81882)
H (0.01927, 0.81988, -0.80516)
H (0.65817, -0.30276, 0.32444)
H (1.93520, -2.63096, 0.62082)
H (0.49130, -2.69930, 1.05396)
O (1.12662, -2.10766, 0.63520)
H (-0.04044, 0.59253, -2.86038)
H (1.40864, 1.07700, -2.87510)
O (0.56330, 1.22659, -2.42642)
H (-0.04482, 0.57581, 5.18794)
H (-1.00048, -0.49404, 4.65260)
O (-0.20275, -0.00282, 4.43537)
H (-1.27436, 0.02669, -4.66760)
H (-1.93913, -0.96138, -3.74063)
O (-1.14872, -0.41569, -3.81798)



ii | Below is a cluster of 5 separate species, CH12NO4 in total, with properties calculated with the ωB97M-V functional and the def2-TZVPD basis.

Total charge: +1
HOMO level (Ha): -0.5076

Atoms and positions in Å:
C (1.43825, 0.54929, 0.97831)
N (2.47606, 1.27407, 1.13284)
H (0.89971, 0.39043, 1.90265)
H (1.13473, 0.51310, -0.06326)
H (3.01609, 1.65752, 0.36409)
H (2.76383, 1.69924, 2.01123)
H (-3.23500, -2.60952, -1.89340)
H (-3.86234, -2.51997, -0.50012)
O (-3.15019, -2.16671, -1.04484)
H (2.49570, 0.89801, -2.71833)
H (3.34958, 0.12672, -1.81181)
O (2.59705, 0.73271, -1.77131)
H (-2.94345, 2.21809, 1.29040)
H (-3.67727, 2.39724, 2.62533)
O (-3.67963, 1.88462, 1.81093)
H (-0.67310, -2.34225, -0.77954)
H (0.82435, -2.72776, -0.78796)
O (0.22564, -1.97485, -0.74523)



Least stable: ii



i | Below is the molecule C12H17P, with properties calculated with the ωB97M-V functional and the def2-TZVPD basis.

Total charge: 0
HOMO level (spin up / spin down) (Ha): -0.2677 / -0.2576

Atoms and positions in Å:
C (-0.83764, 0.99350, 1.65597)
C (0.12610, 1.94525, 1.23230)
C (1.06245, 1.83941, 0.34210)
C (0.26860, 1.17658, -0.87811)
C (-0.11533, -0.14583, -1.25421)
C (-0.50278, -0.33255, 1.94599)
C (0.02282, -1.32294, -0.54233)
C (2.28645, 2.53928, 0.00836)
C (-0.13622, 2.27709, -1.90290)
C (-0.91206, -0.30990, -2.56555)
C (-1.58920, -1.22583, 2.29504)
C (0.90892, -2.74870, 1.87793)
P (0.95537, -1.12082, 1.04404)
H (-1.88180, 1.23360, 1.69624)
H (-0.41191, -2.23899, -0.90952)
H (3.23744, 1.84523, -0.07025)
H (2.36880, 3.37497, 0.70316)
H (2.24942, 2.95468, -0.95280)
H (0.06468, 3.24494, -1.46865)
H (-1.16697, 2.25529, -2.30985)
H (0.62035, 2.24693, -2.67901)
H (-1.96167, 0.00708, -2.46876)
H (-0.91928, -1.34852, -2.72508)
H (-0.37283, 0.23637, -3.29431)
H (-2.30595, -0.59279, 2.85017)
H (-1.44870, -2.10998, 2.97156)
H (-2.17147, -1.55902, 1.48429)
H (0.72157, -2.52925, 2.95771)
H (1.83596, -3.25656, 1.49593)
H (0.11237, -3.31244, 1.39632)



ii | Below is a cluster of 2 separate species, C12H17P in total, with properties calculated with the ωB97M-V functional and the def2-TZVPD basis.

SMILES string: C/C=C/c1ccccc1.[H]/P=C\CC
Total charge: 0
HOMO level (Ha): -0.3260

Atoms and positions in Å:
C (-0.47672, 0.39620, -3.74008)
C (-0.80188, -0.33939, -2.46742)
C (0.16036, -0.85965, -1.74002)
C (-0.12081, -1.54241, -0.45242)
C (-1.06864, -0.99008, 0.44708)
C (-1.50330, -1.71830, 1.53915)
C (-0.78737, -2.79052, 1.92668)
C (0.26775, -3.25834, 1.20902)
C (0.49279, -2.72942, -0.12641)
H (0.45289, 0.08130, -4.05304)
H (-0.46437, 1.56281, -3.60037)
H (-1.14790, 0.27285, -4.71296)
H (-1.81772, -0.43846, -2.12554)
H (1.16257, -0.63165, -1.90757)
H (-1.54197, -0.09082, 0.11242)
H (-2.43818, -1.62342, 2.05047)
H (-1.10908, -3.28456, 2.93235)
H (0.83785, -4.06962, 1.52775)
H (1.06924, -3.37629, -0.78749)
H (1.61368, 4.41196, -0.22121)
P (0.68726, 3.47443, -0.86526)
C (0.09670, 2.57842, 0.37021)
C (0.44678, 2.51857, 1.79267)
C (1.40130, 1.32341, 1.99137)
H (-0.81143, 2.05013, 0.03620)
H (-0.47254, 2.43404, 2.55140)
H (1.07040, 3.36219, 2.13541)
H (2.11193, 1.46023, 1.24014)
H (0.85689, 0.47668, 1.98576)
H (1.83352, 1.33969, 2.95169)



Least stable: i



i | Below is a cluster of 8 separate species, H16O8 in total, with properties calculated with the ωB97M-V functional and the def2-TZVPD basis.

SMILES string: O.O.O.O.O.O.O.O
Total charge: 0
HOMO level (Ha): -0.3940

Atoms and positions in Å:
O (-17.75177, -2.21390, -15.89131)
H (-17.14068, -2.84152, -16.18481)
H (-18.47410, -2.49214, -16.44477)
O (-20.10469, -2.56732, -17.39699)
H (-20.02640, -3.46058, -17.75965)
H (-19.77123, -1.98426, -18.08395)
O (-16.60404, 0.88654, -19.75130)
H (-16.41017, 0.55925, -18.84279)
H (-17.00623, 1.74615, -19.48055)
O (-18.34622, -1.07668, -18.85093)
H (-18.00497, -0.42415, -19.47946)
H (-18.35680, -0.59724, -18.02169)
O (-19.22685, 1.03956, -16.59661)
H (-19.96089, 0.64181, -16.19852)
H (-18.55519, 1.15776, -15.91337)
O (-15.39910, -0.23983, -22.01142)
H (-15.09749, 0.52351, -22.46943)
H (-15.88053, 0.26806, -21.34514)
O (-16.03453, -0.09655, -17.31175)
H (-16.31796, -0.94797, -16.93411)
H (-15.16035, 0.10860, -17.03701)
O (-16.54406, -2.99013, -18.51807)
H (-17.12552, -3.72114, -18.33143)
H (-17.23352, -2.32172, -18.77687)



ii | Below is a cluster of 8 separate species, H16O8 in total, with properties calculated with the ωB97M-V functional and the def2-TZVPD basis.

SMILES string: O.O.O.O.O.O.O.O
Total charge: 0
HOMO level (Ha): -0.3584

Atoms and positions in Å:
O (-0.02293, -1.09722, -0.57858)
H (0.73915, -0.52987, -0.59855)
H (-0.50347, -0.68282, 0.07852)
O (-3.07537, 2.50784, -1.43052)
H (-2.62746, 2.03621, -2.10496)
H (-3.99211, 2.19638, -1.42530)
O (4.02359, 2.85851, -0.23662)
H (3.68210, 3.59706, 0.26910)
H (3.67187, 2.08538, 0.12500)
O (-0.91833, -1.49758, 3.33189)
H (-0.09985, -1.79038, 2.95224)
H (-1.58982, -2.09617, 3.26173)
O (4.24038, 0.29362, 0.07206)
H (4.14635, 0.28410, -0.88614)
H (5.00429, -0.32747, 0.19764)
O (-3.22922, 2.11768, 1.92904)
H (-3.21698, 2.59871, 2.69273)
H (-3.08174, 1.19037, 2.26923)
O (0.74960, -3.14872, 0.15874)
H (1.68996, -2.95660, -0.04900)
H (0.46123, -3.31813, -0.80243)
O (-1.91425, -1.68027, -2.75644)
H (-2.41051, -0.82040, -2.76557)
H (-1.72648, -1.82024, -3.70383)



Least stable: ii